The following is a DFT calculation (the ωB97M-V functional and the def2-TZVPD basis) of one molecule with the formula C5H12N2O in a non-equilibrium geometry.

Results
M ... 116.2 u
HOMO (spin up / spin down) ... -0.26915 / -0.26932 Eh
Max |F| ... 0.0235 Eh/bohr
Gap between HOMO and LUMO (spin up / spin down) ... 7.8 / 7.8 eV

```
20
C5H12N2O | the Open Molecules 2025 dataset | the ωB97M-V functional and the def2-TZVPD basis
C 0.979 -0.915 1.631
C 1.047 0.122 0.573
N 0.539 -1.507 -1.248
C 0.446 -0.146 -0.752
O 1.973 1.108 0.623
H 2.260 1.249 1.537
H 0.015 -2.149 -0.661
H 0.132 -1.565 -2.176
H 0.845 0.543 -1.494
H 1.308 -0.535 2.601
H 1.604 -1.774 1.365
H -0.067 -1.266 1.685
C -1.400 1.679 -0.883
C -0.990 0.360 -0.212
N -1.932 -0.543 0.114
H -1.784 -1.418 -0.394
H -0.445 0.781 0.846
H -1.666 1.479 -1.924
H -2.275 2.084 -0.375
H -0.591 2.413 -0.856
```

Atomic partial charges in e from the natural (NBO) method, atoms 1 to 4:
1. C -0.71
2. C 0.45
3. N -0.83
4. C -0.17

The following is a DFT calculation (the ωB97M-V functional and the def2-TZVPD basis) of one molecule with the formula C5H12N2O in a non-equilibrium geometry.

Results
M ... 116.2 u
SMILES ... CC(C)(C)/N=C\NO
HOMO ... -0.32554 Eh
Max |F| ... 0.2278 Eh/bohr
Gap between HOMO and LUMO ... 9.5 eV

```
20
C5H12N2O | the Open Molecules 2025 dataset | the ωB97M-V functional and the def2-TZVPD basis
C -0.124 1.313 0.388
C 0.205 -0.205 0.505
C -0.942 -1.341 0.759
C 1.055 -0.717 1.904
C 0.825 -0.256 -1.774
H -0.250 2.038 1.250
H -0.674 1.599 -0.418
H 0.883 1.894 0.321
H -1.191 -1.656 1.916
H -0.458 -2.335 0.174
H -2.000 -1.008 0.207
H 0.160 -0.310 2.645
H 1.919 -0.159 2.191
H 1.296 -1.712 2.026
H 1.632 -0.354 -2.442
H -0.493 0.393 -3.236
H -1.529 1.816 -1.730
N 0.939 -0.661 -0.708
N -0.001 0.737 -2.348
O -1.251 0.925 -1.629
```

Atomic partial charges in e from the natural (NBO) method, atoms 1 to 4:
1. C -0.69
2. C 0.11
3. C -0.65
4. C -0.57

The following is a DFT calculation (the ωB97M-V functional and the def2-TZVPD basis) of one molecule with the formula C5H12N2O in a non-equilibrium geometry.

Results
M ... 116.2 u
SMILES ... CN(N)C(C)(C)C=O
HOMO ... -0.29005 Eh
Max |F| ... 0.1342 Eh/bohr
Gap between HOMO and LUMO ... 8.7 eV

```
20
C5H12N2O | the Open Molecules 2025 dataset | the ωB97M-V functional and the def2-TZVPD basis
C -1.426 -0.650 1.482
C 0.332 1.287 1.388
C 1.021 -1.018 0.667
C -1.208 -0.883 -1.395
C -0.137 0.071 0.657
N 0.099 1.106 -1.652
N -0.539 0.225 -0.771
O -1.256 -1.759 1.924
H -2.275 0.006 1.593
H 0.171 1.086 2.437
H -0.397 2.006 1.192
H 1.281 1.583 0.982
H 0.786 -1.978 0.308
H 1.373 -1.112 1.597
H 1.789 -0.824 0.021
H -1.463 -0.565 -2.284
H -0.438 -1.775 -1.508
H -1.955 -1.182 -0.787
H -0.030 2.020 -1.262
H 1.017 0.763 -1.932
```

Atomic partial charges in e from the natural (NBO) method, atoms 1 to 4:
1. C 0.44
2. C -0.64
3. C -0.64
4. C -0.37